Entry 1:
{"formula": "C4H11NO", "method": "ωB97M-V/def2-TZVPD", "symbols": ["C", "C", "C", "C", "N", "H", "H", "H", "H", "H", "H", "H", "H", "H", "H", "H", "O"], "xyz": [[-2.0427, 0.9287, -0.7763], [-0.7200, 0.1609, -0.9350], [-0.1784, -0.6336, 0.0917], [-0.4425, -0.4011, 1.4252], [0.6923, -1.7098, -0.2290], [-2.8860, 0.2508, -0.8159], [-1.9511, 1.4503, 0.1632], [-2.0824, 1.6419, -1.6053], [-0.1556, 0.2861, -1.8581], [0.1586, 2.3379, -0.1002], [-1.2324, 0.3196, 1.6306], [0.2044, -0.8022, 2.1916], [0.4540, -2.1449, -1.1098], [0.5747, -2.4412, 0.4588], [1.4195, 1.2801, 0.0327], [2.5883, 1.8944, 0.6209], [2.2892, 0.9933, 0.4511]], "forces_ev_per_a": [[1.39, -0.44, -0.75], [-0.02, 3.32, 0.62], [0.08, -1.91, 2.26], [-0.42, 0.35, -1.90], [-0.27, 0.18, -0.29], [-0.30, -0.17, 0.08], [-0.70, 0.09, -0.02], [-0.25, -0.04, 0.38], [-0.29, -0.53, -0.03], [-0.14, -1.11, -0.92], [0.62, -0.08, 0.43], [-0.30, -0.19, 0.08], [0.15, 0.25, -0.23], [0.30, 0.12, 0.15], [0.65, -0.60, 0.39], [0.56, -0.12, 0.24], [-1.02, 0.87, -0.49]], "de_lowest_kj_mol": 605.6, "energy_ha": -288.7864, "homo_ev": -7.493, "total_charge": 0, "homo_lumo_gap_ev": 5.69}



Entry 2:
{"formula": "C35H25Cl2GeN4O2W", "method": "ωB97M-V/def2-TZVPD", "symbols": ["W", "Cl", "C", "C", "C", "N", "C", "O", "C", "C", "C", "C", "C", "N", "C", "C", "C", "Cl", "N", "C", "O", "C", "C", "C", "C", "C", "N", "H", "H", "H", "H", "H", "H", "H", "H", "H", "H", "C", "Ge", "C", "C", "C", "C", "C", "C", "C", "C", "C", "C", "C", "C", "C", "C", "C", "C", "H", "H", "H", "H", "H", "H", "H", "H", "H", "H", "H", "H", "H", "H", "H"], "xyz": [[0.0950, 1.2181, -0.7919], [0.2590, 6.2386, -5.5381], [0.5377, 5.2734, -4.1820], [-0.1072, 4.0702, -4.0720], [0.1031, 3.3058, -2.9189], [-0.4200, 2.0845, -2.6387], [-0.6828, 1.1973, -3.7235], [-1.3483, 1.4290, -4.6848], [0.1719, -0.0276, -3.5488], [0.3772, -0.9021, -4.5818], [1.4055, -1.8363, -4.4649], [2.1901, -1.8289, -3.3297], [1.8835, -0.9519, -2.3018], [0.8802, -0.0708, -2.3912], [1.0214, 3.7814, -1.8935], [1.6795, 4.9948, -2.0152], [1.4467, 5.7433, -3.1452], [2.2417, 7.2158, -3.3368], [1.1198, 2.8973, -0.8681], [1.6844, 3.0929, 0.4294], [2.8118, 3.3772, 0.6829], [0.5867, 2.8785, 1.4545], [0.6667, 3.3969, 2.7167], [-0.4751, 3.3444, 3.5165], [-1.6336, 2.7783, 3.0146], [-1.6216, 2.2276, 1.7447], [-0.5284, 2.2690, 0.9784], [-0.7905, 3.7429, -4.8408], [-0.2291, -0.8110, -5.4731], [1.6023, -2.5368, -5.2661], [3.0211, -2.5104, -3.2130], [2.4484, -0.9500, -1.3829], [2.3825, 5.3321, -1.2660], [1.5915, 3.8518, 3.0468], [-0.4613, 3.7638, 4.5143], [-2.5425, 2.7478, 3.5992], [-2.4901, 1.7354, 1.3313], [-1.7802, -0.4524, -0.3776], [0.0758, -0.9460, 0.4580], [0.5138, -2.6896, -0.2493], [1.5539, -3.3919, 0.3617], [1.9410, -4.6354, -0.1209], [1.2835, -5.1921, -1.2102], [0.2420, -4.5034, -1.8205], [-0.1344, -3.2530, -1.3478], [-0.1968, -1.0067, 2.3616], [0.5740, -0.1822, 3.1439], [0.4568, -0.1860, 4.5531], [-0.4349, -1.0253, 5.1475], [-1.2457, -1.8998, 4.3779], [-2.1667, -2.7781, 5.0010], [-2.9440, -3.6145, 4.2614], [-2.8374, -3.6181, 2.8512], [-1.9576, -2.7891, 2.2226], [-1.1326, -1.9024, 2.9637], [-2.1272, -1.3311, -0.9121], [-1.9338, 0.3647, -1.1013], [-2.4428, -0.2411, 0.4567], [2.0578, -2.9802, 1.2305], [2.7457, -5.1756, 0.3616], [1.5749, -6.1678, -1.5766], [-0.2823, -4.9437, -2.6598], [-0.9424, -2.7315, -1.8484], [1.3132, 0.4673, 2.6864], [1.0851, 0.4606, 5.1536], [-0.5271, -1.0466, 6.2270], [-2.2392, -2.7748, 6.0823], [-3.6404, -4.2826, 4.7507], [-3.4555, -4.2899, 2.2691], [-1.8733, -2.8242, 1.1427]], "forces_ev_per_a": [[-0.97, -0.04, -0.73], [0.01, 0.10, -0.10], [0.13, 0.07, 0.16], [0.05, -0.06, 0.05], [0.22, 0.02, 0.13], [0.07, -0.20, -0.29], [0.07, 0.01, 0.12], [-0.10, 0.03, -0.03], [-0.03, 0.17, 0.15], [0.02, -0.12, -0.15], [-0.03, -0.02, -0.07], [0.05, -0.04, -0.01], [-0.05, 0.07, -0.02], [0.08, -0.26, -0.12], [-0.11, -0.14, -0.13], [-0.01, -0.03, 0.03], [-0.12, -0.03, -0.18], [0.04, 0.12, -0.04], [0.49, 0.35, 0.55], [-0.22, 0.30, -0.02], [0.05, 0.23, -0.03], [0.05, 0.07, -0.19], [0.03, 0.06, 0.26], [0.03, 0.03, 0.02], [-0.04, 0.01, 0.05], [0.06, -0.19, 0.05], [0.26, 0.06, 0.23], [0.00, -0.01, 0.00], [0.02, -0.01, 0.00], [0.00, 0.02, 0.01], [-0.01, 0.01, 0.01], [0.02, -0.02, 0.06], [-0.02, 0.00, 0.00], [-0.04, 0.01, 0.01], [0.01, -0.01, -0.02], [0.02, -0.01, -0.01], [-0.02, 0.02, 0.01], [0.38, 0.32, 0.17], [-0.44, -1.00, 0.09], [0.09, -0.04, -0.09], [-0.02, -0.06, -0.01], [0.00, 0.01, 0.01], [-0.01, 0.02, -0.01], [-0.01, 0.04, 0.01], [0.08, -0.12, 0.02], [0.20, 0.20, 0.17], [0.01, -0.05, 0.19], [0.10, 0.08, -0.14], [-0.10, -0.10, 0.04], [-0.01, 0.01, -0.01], [0.08, 0.09, 0.11], [-0.09, -0.11, -0.15], [-0.10, -0.09, 0.14], [0.15, 0.15, -0.02], [-0.06, 0.03, 0.05], [0.12, -0.08, -0.04], [-0.35, 0.20, -0.23], [-0.02, -0.06, 0.02], [0.00, -0.01, 0.00], [-0.02, 0.01, -0.01], [0.00, 0.01, 0.01], [0.02, 0.00, 0.02], [-0.01, 0.00, -0.01], [0.01, 0.01, 0.01], [0.00, -0.02, -0.03], [-0.03, -0.02, -0.02], [0.01, 0.01, -0.02], [0.00, 0.01, -0.03], [0.01, 0.00, 0.03], [-0.01, -0.02, 0.01]], "de_lowest_kj_mol": 142.3, "energy_ha": -4782.0994, "multiplicity": 4, "homo_ev": [-12.906, -12.905], "total_charge": 2, "homo_lumo_gap_ev": [5.53, 4.24]}